Entry 1:
{"formula": "C42H22BaF9N7O6S4", "method": "ωB97M-V with the def2-TZVPD basis set", "elements": ["Ba", "O", "N", "C", "C", "C", "C", "C", "S", "H", "H", "H", "H", "C", "C", "C", "C", "C", "C", "C", "S", "O", "O", "N", "C", "C", "C", "C", "C", "N", "H", "H", "H", "H", "H", "H", "H", "H", "H", "H", "H", "F", "C", "C", "F", "C", "F", "C", "S", "C", "F", "C", "F", "C", "C", "C", "C", "C", "C", "C", "S", "O", "O", "O", "H", "H", "H", "H", "H", "H", "H", "F", "C", "C", "F", "C", "C", "C", "F", "C", "C", "C", "N", "C", "N", "F", "C", "C", "N", "C", "N"], "positions_angstrom": [[-0.0030, 1.0850, 0.2323], [-1.1384, 1.0861, 2.1624], [-2.2456, 0.5156, 2.5309], [-2.1970, -0.5844, 3.3008], [-3.3421, -1.2240, 3.7204], [-4.5873, -0.7054, 3.3496], [-4.6352, 0.4073, 2.5518], [-3.4568, 1.0342, 2.0999], [-3.4452, 2.3852, 1.0811], [-1.1967, -0.9274, 3.5177], [-3.2609, -2.1168, 4.3232], [-5.5024, -1.1945, 3.6576], [-5.5718, 0.8250, 2.2168], [6.4215, 1.4264, 4.5321], [5.4824, 1.1006, 3.4007], [5.8979, 0.3312, 2.3210], [5.0380, 0.0724, 1.2627], [3.7524, 0.5810, 1.2728], [3.3186, 1.3444, 2.3482], [4.1816, 1.6006, 3.3982], [2.5970, 0.1401, -0.0363], [3.3407, -0.6130, -1.0077], [2.0714, 1.4215, -0.4750], [1.5441, -0.6000, 0.8992], [1.1178, -1.8838, 0.7388], [1.8483, -2.8917, 0.0620], [1.3050, -4.1454, -0.0741], [0.0684, -4.4270, 0.4995], [-0.5490, -3.4060, 1.1951], [-0.0588, -2.1763, 1.3254], [7.0964, 0.5950, 4.7385], [5.8692, 1.6566, 5.4434], [7.0284, 2.2981, 4.2763], [6.9096, -0.0580, 2.2953], [5.3547, -0.5171, 0.4110], [2.3107, 1.7415, 2.3576], [3.8449, 2.2113, 4.2286], [2.8023, -2.6384, -0.3678], [1.8451, -4.9115, -0.6194], [-0.4073, -5.3926, 0.3916], [-1.5082, -3.5736, 1.6700], [-8.5520, -5.9010, 0.0799], [-7.4804, -5.1278, 0.2373], [-7.6180, -3.8020, 0.6105], [-8.8421, -3.3013, 0.8132], [-6.5033, -3.0083, 0.7703], [-6.6998, -1.7419, 1.1239], [-5.1906, -3.4773, 0.5644], [-3.8222, -2.4789, 0.7434], [-5.1026, -4.8339, 0.1958], [-3.9112, -5.3824, -0.0087], [-6.2090, -5.6393, 0.0362], [-6.0718, -6.9239, -0.3121], [-5.6946, -2.3750, -3.1169], [-4.3374, -1.7626, -2.8922], [-3.1813, -2.3770, -3.3614], [-1.9398, -1.7803, -3.2080], [-1.8438, -0.5503, -2.5790], [-2.9846, 0.0654, -2.0820], [-4.2223, -0.5391, -2.2366], [-0.2478, 0.2532, -2.3838], [-0.5996, 1.5594, -1.8136], [0.3732, 0.3216, -3.6773], [0.4473, -0.5768, -1.4055], [-5.6250, -3.4366, -3.3580], [-6.2020, -1.8716, -3.9438], [-6.3208, -2.2593, -2.2331], [-3.2545, -3.3343, -3.8661], [-1.0449, -2.2576, -3.5883], [-2.9041, 1.0321, -1.6012], [-5.1025, -0.0429, -1.8432], [3.0581, 4.1577, 0.5945], [3.5613, 4.2928, -0.6287], [4.9113, 4.4351, -0.7333], [5.6390, 4.3444, 0.3823], [5.5719, 4.7009, -1.9585], [4.7038, 4.7416, -3.0779], [3.3542, 4.5807, -2.9803], [2.6420, 4.6565, -4.1038], [2.6892, 4.3517, -1.7488], [1.2842, 4.2196, -1.6426], [0.6499, 3.8229, -0.4483], [0.1042, 3.5360, 0.5287], [0.3903, 4.4520, -2.7198], [-0.3414, 4.7087, -3.5731], [5.2203, 4.9694, -4.2886], [6.9602, 4.9508, -2.0457], [7.8123, 5.0805, -0.9208], [8.5681, 5.2380, -0.0620], [7.6568, 5.1442, -3.2649], [8.3109, 5.2935, -4.2049]], "lowdin_charge": [2.1737, -0.5219, -0.2283, -0.0596, -0.1089, -0.1399, -0.1372, -0.7237, 0.5744, 0.1221, 0.0983, 0.1014, 0.0947, -0.0608, -0.2824, -0.0461, -0.0499, -0.2487, -0.0542, -0.0366, 0.5535, -0.2853, -0.5782, -0.3258, -0.4270, -0.0282, -0.0904, -0.0867, -0.1814, 0.1256, 0.0716, 0.0705, 0.0798, 0.1080, 0.1090, 0.1094, 0.1116, 0.0876, 0.0957, 0.0900, 0.0458, 0.0899, -0.1806, -0.1724, 0.0915, -0.2727, 0.0711, -0.5998, 0.7174, -0.2703, 0.0716, -0.1695, 0.0909, -0.0482, -0.2841, -0.0445, -0.0496, -0.2451, -0.0592, -0.0494, 0.4221, -0.6255, -0.2768, -0.5062, 0.0726, 0.0751, 0.0688, 0.1062, 0.1177, 0.0760, 0.1191, 0.1393, -0.1350, -0.1366, 0.1217, -0.0244, -0.1374, -0.1255, 0.1349, -0.0110, -0.0901, -0.2209, 0.0957, -0.1655, 0.2180, 0.1181, -0.1479, -0.2094, 0.1650, -0.2098, 0.1635], "e_above_lowest_kj_mol": 446.71, "largest_force_ev_per_a": 8.4, "orbital_gap_ev": [1.641, 1.632], "e_lumo_ha": [-0.0114, -0.0116], "total_charge": -2, "energy_ha": -4965.35027, "homo_energy_ev": [-2.0, -1.9]}


Entry 2:
{"formula": "C42H22F14N11SSm", "method": "ωB97M-V with the def2-TZVPD basis set", "elements": ["Sm", "C", "N", "C", "C", "N", "C", "C", "F", "C", "F", "C", "F", "C", "F", "C", "F", "C", "C", "N", "C", "C", "F", "C", "F", "C", "F", "C", "F", "C", "F", "H", "H", "H", "H", "H", "H", "H", "H", "H", "H", "H", "N", "C", "S", "N", "N", "C", "C", "C", "C", "C", "C", "C", "C", "C", "C", "C", "C", "N", "H", "H", "H", "H", "H", "H", "H", "H", "H", "H", "H", "F", "C", "C", "F", "C", "C", "C", "F", "C", "C", "C", "N", "C", "N", "F", "C", "C", "N", "C", "N"], "positions_angstrom": [[0.9717, -0.8545, 0.4223], [3.9230, 0.9194, 1.9783], [3.3948, 0.5219, 0.6697], [4.3052, -0.5021, 0.1123], [3.9239, -0.9903, -1.2913], [2.4919, -1.2586, -1.3613], [2.0037, -1.8203, -2.4671], [0.6038, -2.0333, -2.5468], [-0.1461, -1.6331, -1.4188], [-0.0776, -2.6037, -3.5988], [-1.4037, -2.7476, -3.5136], [0.6290, -3.0162, -4.7215], [0.0039, -3.5780, -5.7646], [2.0142, -2.8234, -4.7247], [2.7249, -3.2033, -5.7915], [2.6747, -2.2533, -3.6528], [4.0171, -2.1133, -3.7676], [3.3668, 1.7274, -0.1701], [2.1564, 2.6113, 0.1747], [1.3926, 2.9911, -1.0017], [1.5012, 4.2629, -1.5276], [2.6176, 5.0933, -1.3314], [3.7221, 4.6252, -0.7192], [2.6474, 6.4202, -1.7397], [3.7278, 7.1519, -1.4703], [1.5712, 6.9694, -2.4261], [1.5888, 8.2433, -2.8135], [0.4774, 6.1520, -2.7080], [-0.5691, 6.6343, -3.3770], [0.4501, 4.8384, -2.2616], [-0.6445, 4.1109, -2.5254], [4.8853, 1.4341, 1.8626], [4.0859, 0.0463, 2.6036], [3.2275, 1.5890, 2.4804], [4.2679, -1.3571, 0.7966], [5.3354, -0.1202, 0.0836], [4.5106, -1.8966, -1.4859], [4.2129, -0.2492, -2.0516], [3.2639, 1.4196, -1.2130], [4.2980, 2.2980, -0.0631], [2.4367, 3.5097, 0.7261], [1.4683, 2.0302, 0.8109], [-1.7677, 1.4067, -2.5187], [-0.9516, 1.4383, -1.4899], [0.8522, 1.6916, -1.9915], [-1.3254, 1.2875, -0.2879], [-0.4938, 1.0367, 0.7515], [-1.0678, 0.9305, 1.9433], [-2.5144, 0.9055, 2.1632], [-3.0275, -0.0402, 3.0623], [-4.3858, -0.2528, 3.1656], [-5.2635, 0.4629, 2.3661], [-4.7717, 1.4055, 1.4802], [-3.4131, 1.6397, 1.3852], [-0.1871, 0.5742, 3.0501], [-0.4857, 0.9505, 4.3683], [0.3307, 0.5347, 5.3961], [1.4142, -0.2956, 5.1005], [1.6607, -0.6059, 3.7787], [0.9183, -0.1639, 2.7602], [-1.4380, 1.6986, -3.4234], [-2.7147, 0.9469, -2.4661], [-2.3547, -0.6523, 3.6457], [-4.7581, -1.0000, 3.8499], [-6.3244, 0.2786, 2.4326], [-5.4488, 1.9519, 0.8410], [-3.0502, 2.3754, 0.6883], [-1.3508, 1.5638, 4.5672], [0.1222, 0.8349, 6.4109], [2.0487, -0.6884, 5.8776], [2.4860, -1.2519, 3.5000], [-0.9505, -1.8170, 1.4021], [-1.7999, -2.7576, 0.7954], [-2.6973, -2.2076, -0.0785], [-2.5167, -0.8785, -0.2793], [-3.6672, -2.9662, -0.7509], [-3.6614, -4.3327, -0.3531], [-2.7191, -4.8807, 0.4974], [-2.7668, -6.1980, 0.7430], [-1.6720, -4.1197, 1.0670], [-0.4744, -4.6016, 1.7262], [0.6179, -3.8055, 1.5308], [1.4416, -3.0114, 1.2514], [-0.3885, -5.7988, 2.4411], [-0.2958, -6.7538, 3.0738], [-4.5826, -5.1540, -0.8760], [-4.4986, -2.3972, -1.7514], [-4.2359, -1.1108, -2.1934], [-3.9657, -0.0454, -2.5573], [-5.5406, -3.0808, -2.3852], [-6.4175, -3.5920, -2.9260]], "lowdin_charge": [1.7582, -0.0828, -0.2754, -0.1846, -0.2199, -0.1583, -0.2260, -0.0949, -0.0771, -0.1417, 0.1400, -0.1376, 0.1191, -0.1367, 0.1261, -0.1173, 0.0751, -0.1942, -0.2027, -0.3498, -0.1544, -0.1247, 0.0936, -0.1368, 0.1323, -0.1307, 0.1355, -0.1304, 0.1352, -0.1399, 0.0861, 0.1034, 0.0786, 0.0904, 0.1209, 0.1333, 0.1272, 0.1181, 0.0829, 0.1266, 0.1329, 0.0770, 0.1445, -0.6071, 1.0783, -0.0053, -0.0832, -0.1776, -0.1723, -0.0381, -0.0565, -0.0541, -0.0504, -0.0173, -0.2155, 0.0072, -0.0156, -0.0161, -0.1244, -0.0134, 0.1005, 0.0180, 0.1182, 0.1110, 0.1107, 0.1127, 0.1089, 0.1308, 0.1197, 0.1157, 0.1124, -0.0816, -0.1292, -0.1579, 0.0608, -0.0531, -0.1284, -0.1357, 0.1124, -0.0621, -0.2033, -0.1831, 0.0048, -0.2332, 0.1390, 0.1098, -0.2151, -0.1842, 0.1397, -0.2506, 0.1327], "multiplicity": 6, "largest_force_ev_per_a": 2.3, "orbital_gap_ev": [4.394, 4.402], "e_lumo_ha": [-0.0767, -0.0765], "total_charge": 0, "energy_ha": -4670.15299, "homo_energy_ev": [-6.5, -6.5]}


What is the formula in the first record?
C42H22BaF9N7O6S4